DFT (the ωB97M-V functional and the def2-TZVPD basis) results for C47H64CrN3O2Se2 as an isolated structure.

Each line ends with the Mulliken charge.
Element x y z (Å)
Cr: 0.0248 0.6220 -0.0393  0.34
C: 3.7643 -4.3735 -4.3495  -2.28
C: 4.1983 -3.4499 -3.2123  2.30
C: 4.3809 -4.3017 -1.9478  -1.39
C: 5.5386 -2.8070 -3.5897  -1.76
C: 3.1674 -2.3572 -2.9335  -0.64
C: 3.3596 -1.4901 -1.8675  -0.84
C: 2.4035 -0.5410 -1.5613  0.89
Se: 2.6424 0.6454 -0.0724  -0.29
C: 2.4438 -0.4466 1.4916  0.91
C: 3.4156 -1.3713 1.8294  -0.75
C: 3.2471 -2.1716 2.9479  -0.52
C: 2.0849 -1.9777 3.6890  -0.83
C: 1.0812 -1.0635 3.3802  0.00
C: 1.2732 -0.2510 2.2459  1.08
O: 0.3748 0.6534 1.8496  -1.13
C: -0.1717 -1.0839 4.2733  2.22
C: -0.7568 -2.5065 4.2520  -1.73
C: 0.2328 -0.7159 5.7067  -1.78
C: -1.3028 -0.1356 3.8580  -2.14
C: 4.2278 -3.2730 3.3385  2.28
C: 4.7111 -3.0585 4.7775  -1.80
C: 5.4490 -3.2991 2.4193  -1.98
C: 3.5147 -4.6273 3.2311  -1.46
C: 1.2268 -0.3831 -2.3128  0.63
O: 0.3024 0.5104 -1.9438  -1.16
C: 1.0373 -1.2260 -3.4260  -0.35
C: 2.0096 -2.1889 -3.6883  -0.15
C: -0.2333 -1.1342 -4.2757  2.41
C: -0.2548 -2.1911 -5.3811  -2.39
C: -0.3223 0.2412 -4.9516  -1.73
C: -1.4693 -1.3694 -3.3927  -1.47
H: 4.5180 -5.1487 -4.4963  0.44
H: 2.8167 -4.8652 -4.1248  0.40
H: 3.6556 -3.8351 -5.2926  0.44
H: 5.0636 -5.1305 -2.1472  0.50
H: 4.8014 -3.7170 -1.1284  0.21
H: 3.4253 -4.7029 -1.6078  0.16
H: 6.2953 -3.5743 -3.7671  0.46
H: 5.4408 -2.2047 -4.4948  0.37
H: 5.9024 -2.1570 -2.7928  0.30
H: 4.2459 -1.5664 -1.2500  0.29
H: 4.2901 -1.4694 1.2019  0.40
H: 1.9336 -2.6053 4.5578  0.23
H: -0.0841 -3.2368 4.7005  0.34
H: -1.6933 -2.5303 4.8139  0.49
H: -0.9542 -2.8272 3.2279  0.27
H: 0.9997 -1.3844 6.0989  0.28
H: 0.6241 0.3020 5.7458  0.40
H: -0.6337 -0.7742 6.3698  0.46
H: -1.6743 -0.3662 2.8602  0.30
H: -2.1221 -0.2662 4.5709  0.55
H: -0.9919 0.9062 3.8634  0.32
H: 5.2129 -2.0949 4.8809  0.37
H: 3.8843 -3.0826 5.4881  0.30
H: 5.4156 -3.8430 5.0619  0.47
H: 5.9918 -2.3521 2.4362  0.40
H: 6.1345 -4.0819 2.7475  0.49
H: 5.1710 -3.5179 1.3868  0.20
H: 2.6634 -4.6825 3.9108  0.29
H: 3.1361 -4.7841 2.2201  0.16
H: 4.2015 -5.4387 3.4815  0.48
H: 1.8486 -2.8510 -4.5240  0.47
H: 0.5911 -2.0886 -6.0635  0.45
H: -0.2517 -3.2051 -4.9786  0.42
H: -1.1682 -2.0713 -5.9665  0.46
H: 0.5230 0.3883 -5.6274  0.38
H: -1.2394 0.3080 -5.5429  0.45
H: -0.3199 1.0406 -4.2162  0.21
H: -1.3933 -2.3278 -2.8743  0.25
H: -1.5670 -0.5839 -2.6475  0.08
H: -2.3667 -1.3829 -4.0163  0.55
C: -6.8745 0.4918 -1.3147  -1.63
C: -6.3229 1.1906 -0.0650  2.06
C: -6.8865 0.5165 1.1932  -1.62
C: -6.7698 2.6506 -0.0811  -2.12
C: -4.8030 1.0560 -0.0560  -0.02
C: -4.2142 -0.2049 -0.0357  -1.06
C: -2.8395 -0.3354 -0.0292  -0.90
N: -2.0353 0.7340 -0.0398  0.81
C: -2.5781 1.9595 -0.0579  0.08
C: -3.9491 2.1527 -0.0680  -0.46
C: -1.5957 3.0792 -0.0665  -0.16
C: -1.9732 4.4123 -0.0581  -0.35
C: -1.0047 5.4108 -0.0621  0.23
C: 0.3236 4.9960 -0.0749  -0.78
C: 0.6292 3.6509 -0.0809  -1.18
N: -0.3121 2.7088 -0.0772  0.72
C: -1.3492 6.8952 -0.0513  2.02
C: -0.7544 7.5498 -1.3050  -1.61
C: -0.7376 7.5341 1.2028  -1.62
C: -2.8567 7.1383 -0.0396  -2.11
H: -7.9619 0.5753 -1.3320  0.46
H: -6.6220 -0.5677 -1.3318  0.34
H: -6.4825 0.9462 -2.2255  0.37
H: -7.9736 0.6043 1.2014  0.46
H: -6.4990 0.9856 2.0986  0.37
H: -6.6387 -0.5434 1.2313  0.34
H: -7.8593 2.6953 -0.0851  0.42
H: -6.4181 3.1740 -0.9720  0.43
H: -6.4233 3.1918 0.8011  0.42
H: -4.8131 -1.1044 -0.0271  0.59
H: -2.3469 -1.2945 -0.0169  0.78
H: -4.3516 3.1519 -0.0852  0.59
H: -3.0194 4.6691 -0.0468  0.52
H: 1.1352 5.7093 -0.0791  0.49
H: 1.6497 3.2935 -0.0879  0.50
H: 0.3292 7.4431 -1.3442  0.34
H: -0.9852 8.6159 -1.3050  0.46
H: -1.1695 7.1104 -2.2130  0.38
H: 0.3463 7.4257 1.2267  0.33
H: -1.1413 7.0835 2.1105  0.38
H: -0.9671 8.6004 1.2190  0.46
H: -3.3442 6.7258 -0.9247  0.42
H: -3.0457 8.2123 -0.0330  0.42
H: -3.3319 6.7168 0.8479  0.42
Se: 0.7478 -4.2047 0.0448  -0.14
C: 0.2556 -2.4952 0.0433  0.13
N: -0.0935 -1.3799 0.0418  0.06

Output
highest occupied orbital energy (alpha / beta): -7.09 / -7.19 eV
energy relative to the best compared isomer or geometry (same formula, charge and spin): 10.70 kcal per mole
multiplicity: 4
net charge: 0
DFT total energy: -7991.59461 hartree
Kohn-Sham gap (alpha / beta): 6.22 / 6.19 eV